Formula: C3H4NOS
Source: the Open Molecules 2025 dataset
Level of theory: ωB97M-V with the def2-TZVPD basis set

M = 102.138 g/mol
net charge = +1
energy = -644.47758 Ha
ΔE to the lowest compared entry with this formula, charge and spin = 46.3 kcal per mole
E_HOMO = -15.5 eV
orbital gap = 0.3203 Eh

XYZ file:
```
10
Properties=species:S:1:pos:R:3:forces:R:3
C -0.04007 1.32522 0.59559 -2.665 -1.765 -2.765
C 1.36052 0.08270 -0.76042 1.193 -1.382 -4.335
C -0.86768 -0.88992 0.24687 1.669 -1.481 2.425
N 0.97849 1.07175 -0.04146 -1.428 2.440 4.020
O -1.26492 0.23601 -0.16722 0.659 4.626 0.527
S 0.80861 -1.47744 -0.60441 0.705 0.818 0.357
H -0.70339 1.91812 1.27069 1.456 -0.229 -0.362
H 1.87539 0.44056 -1.71832 -0.239 -0.956 1.457
H -0.76932 -1.02131 1.34034 0.266 -0.146 -0.260
H -1.37762 -1.68569 -0.16166 -1.616 -1.924 -1.064
```
Positions in Å, forces in eV/Å.

---

Formula: C3H9N2
Source: the Open Molecules 2025 dataset
Level of theory: ωB97M-V with the def2-TZVPD basis set

M = 73.119 g/mol
net charge = +1
energy = -228.97160 Ha
ΔE to the lowest compared entry with this formula, charge and spin = 9.5 kcal per mole
E_HOMO = -15.5 eV
orbital gap = 0.4222 Eh

XYZ file:
```
14
Properties=species:S:1:pos:R:3:forces:R:3
C 1.35736 -1.39281 0.84889 -0.269 0.478 1.203
C 0.61578 -0.96177 -0.38533 -0.347 0.606 -0.122
N -0.41673 0.06729 0.00414 -0.262 -2.205 -0.687
C -0.78266 1.07906 -0.71823 0.961 2.265 0.837
N -1.59921 2.03969 -0.29014 -0.952 -1.027 0.092
H 1.41970 -0.52670 1.52366 0.458 -0.167 -0.178
H 0.81531 -2.13976 1.43417 0.053 -0.154 -0.275
H 2.35531 -1.75863 0.62882 -0.024 -0.034 -0.056
H 1.29853 -0.44946 -1.06052 -0.166 -0.265 -0.321
H 0.09451 -1.81245 -0.81902 0.138 0.172 -0.485
H -1.02829 -0.33462 0.70662 -0.122 0.705 0.379
H -0.19461 1.36575 -1.58865 0.114 -0.417 0.092
H -2.36131 1.84354 0.35182 0.422 0.077 0.154
H -1.57369 2.98087 -0.63621 -0.004 -0.033 -0.633
```
Positions in Å, forces in eV/Å.

---

Formula: C3H6O2
Source: the Open Molecules 2025 dataset
Level of theory: ωB97M-V with the def2-TZVPD basis set

M = 74.079 g/mol
net charge = 0
energy = -268.31098 Ha
ΔE to the lowest compared entry with this formula, charge and spin = 59.1 kcal per mole
E_HOMO = -10.7 eV
orbital gap = 0.4283 Eh

XYZ file:
```
11
Properties=species:S:1:pos:R:3:forces:R:3
C -0.87997 -0.46435 -1.46530 -9.289 -3.995 5.103
C -0.83677 -0.68577 -0.04310 1.172 -4.122 3.527
O -0.46465 0.39550 0.75481 0.240 2.535 1.492
C 0.83800 0.80823 0.83848 -0.150 -3.986 -4.272
O 1.66258 0.13799 0.15849 -1.516 3.301 3.136
H -1.57527 0.28448 -1.46189 -1.974 2.274 -1.280
H -1.35840 -1.36957 -1.87182 -0.130 0.309 -0.054
H -0.18304 -0.30119 -1.99628 10.003 2.462 -6.256
H -1.83318 -1.06110 0.36998 1.026 1.022 -0.725
H -0.16217 -1.53340 0.28628 -0.380 0.659 -0.692
H 0.80112 1.76424 1.38679 0.998 -0.458 0.020
```
Positions in Å, forces in eV/Å.

---

Formula: C8H10MnN2S
Source: the Open Molecules 2025 dataset
Level of theory: ωB97M-V with the def2-TZVPD basis set

M = 221.187 g/mol
2S+1 = 4
net charge = 0
energy = -1969.39937 Ha
ΔE to the lowest compared entry with this formula, charge and spin = 16.7 kcal per mole
E_HOMO (spin up / spin down) = -8.3 / -8.5 eV
orbital gap (spin up / spin down) = 0.2699 / 0.2910 Eh

XYZ file:
```
22
Properties=species:S:1:pos:R:3:forces:R:3
C 1.50272 0.31662 -0.14742 1.239 -0.142 0.519
C 1.81210 -0.50365 -1.28519 0.111 -0.396 0.781
C 2.41082 -1.73013 -0.81335 0.402 0.883 0.445
C 2.48517 -1.65875 0.63267 -0.291 0.250 -0.972
C 1.92123 -0.38207 1.04130 0.437 0.804 -1.359
Mn 0.45558 -1.58137 0.08190 -0.286 -0.573 0.396
N -1.56381 1.78554 0.06733 2.849 -1.788 2.626
C -2.51464 2.36982 -0.69875 -2.005 -0.656 -2.043
C -1.88281 0.98412 -1.11384 -0.954 1.406 0.471
H 2.79383 -2.53098 -1.44039 -0.178 0.172 0.225
H 1.68423 -0.21065 -2.32645 -0.146 -0.199 0.358
H 2.93096 -2.39234 1.30231 -0.250 0.184 -0.287
H 1.88730 0.01057 2.05692 -0.200 -0.274 -0.391
H 1.07944 1.31578 -0.17412 -0.110 -0.311 0.011
H -1.15030 0.99703 -1.92298 -0.157 -0.077 0.310
H -2.19130 3.21462 -1.29623 -0.280 0.179 0.062
H -1.92653 1.33100 0.92544 0.353 0.416 -0.715
H -2.46302 0.07030 -0.95655 0.035 0.421 -0.163
H -3.53597 2.36772 -0.29583 0.233 0.123 -0.593
S -0.22038 -2.37559 2.07094 -0.584 -0.169 -0.095
C -1.33968 -1.11510 2.07426 -2.547 1.835 1.141
N -2.17494 -0.28247 2.21804 2.328 -2.088 -0.726
```
Positions in Å, forces in eV/Å.

---

Formula: C5H13NSi
Source: the Open Molecules 2025 dataset
Level of theory: ωB97M-V with the def2-TZVPD basis set

M = 115.252 g/mol
net charge = 0
energy = -542.37034 Ha
ΔE to the lowest compared entry with this formula, charge and spin = 124.8 kcal per mole
E_HOMO (spin up / spin down) = -6.3 / -7.8 eV
orbital gap (spin up / spin down) = 0.2261 / 0.2985 Eh

XYZ file:
```
20
Properties=species:S:1:pos:R:3:forces:R:3
C -2.44417 0.62333 0.11594 -0.604 3.839 1.517
C -2.72896 -0.75381 -0.08797 1.477 -2.312 2.390
C 0.62351 -1.39410 1.01028 -1.584 2.486 1.932
C 1.10604 1.76983 0.39536 0.464 -1.330 2.629
C 2.44221 -0.32197 -1.54969 -1.679 -1.618 -1.219
N -1.86489 -0.08179 -0.96090 1.738 0.906 -2.245
Si 1.08971 -0.00629 -0.21144 -0.809 -0.420 -0.402
H -3.23850 1.39850 0.03586 0.062 -0.613 -1.065
H -1.82413 1.13950 0.86588 0.358 -1.193 0.306
H -2.24898 -1.47094 0.60070 -0.289 0.000 -0.101
H -3.66769 -1.10639 -0.38924 -1.346 -0.313 -0.791
H 1.14529 -2.32241 0.93056 -0.106 -0.695 -0.156
H 0.70848 -1.00128 2.07664 0.964 -0.321 -1.055
H -0.52352 -1.41436 1.13666 1.548 -0.722 -1.153
H 2.03580 2.32056 0.47669 0.557 -0.384 -0.078
H 0.58379 2.23832 -0.36389 -1.611 1.378 -1.257
H 0.62928 1.85065 1.42110 0.125 0.033 -1.406
H 3.06178 0.49696 -1.91045 -0.426 0.260 0.106
H 3.11557 -1.04715 -1.12445 0.461 -0.375 0.371
H 1.99937 -0.91715 -2.46762 0.698 1.394 1.677
```
Positions in Å, forces in eV/Å.

---

Formula: C3H4N2O
Source: the Open Molecules 2025 dataset
Level of theory: ωB97M-V with the def2-TZVPD basis set

M = 84.078 g/mol
net charge = 0
energy = -301.41549 Ha
ΔE to the lowest compared entry with this formula, charge and spin = 45.0 kcal per mole
E_HOMO = -9.3 eV
orbital gap = 0.3797 Eh

XYZ file:
```
10
Properties=species:S:1:pos:R:3:forces:R:3
N -1.83296 -0.00897 -0.38531 0.028 -0.010 -0.041
C -0.47299 -0.19512 -0.15697 0.148 -0.220 0.069
C 0.56943 0.78643 -0.07282 0.233 -0.202 -0.326
C 1.64690 0.05006 0.26714 0.041 0.013 -0.142
O 1.35255 -1.24745 0.30617 0.181 -0.003 0.285
N 0.00086 -1.40197 0.04120 -0.319 0.267 0.190
H -2.23083 0.74604 0.15973 0.146 -0.040 -0.166
H -2.35227 -0.86564 -0.22161 0.124 0.138 -0.083
H 0.66750 1.78323 -0.46272 -0.581 0.302 0.444
H 2.65180 0.35341 0.52519 0.000 -0.245 -0.228
```
Positions in Å, forces in eV/Å.